Model i:
2 unconnected molecules or ions with the total composition HN3OS, computed with ωB97M-V with the def2-TZVPD basis set.

Element x y z (Å)
N -0.559 -0.742 1.352
N 0.825 -0.672 -0.886
S -0.401 1.806 0.743
O 0.617 0.518 -1.094
H 0.062 -1.284 -1.292
N -0.544 0.374 1.176

Structure (SMILES) = N#[N+][S-].N=O
Net charge = 0
Lowest unoccupied orbital energy (alpha / beta) = -0.39 / -0.39 eV
Gap between HOMO and LUMO (alpha / beta) = 0.3310 / 0.3310 Eh
2S+1 = 1


Model ii:
2 unconnected molecules or ions with the total composition HN3OS, computed with ωB97M-V with the def2-TZVPD basis set.

Element x y z (Å)
S 0.295 1.600 3.885
H -0.340 -0.333 -0.508
O -0.112 2.733 3.026
N 0.559 -0.742 -0.248
N 1.153 -0.833 1.938
N 0.818 -0.812 0.889

Net charge = 0
Lowest unoccupied orbital energy (alpha / beta) = -1.47 / -1.48 eV
Gap between HOMO and LUMO (alpha / beta) = 0.2861 / 0.2846 Eh
2S+1 = 1


Energies relative to the most stable structure, in eV: model i 0.172; model ii 0.000.